A structure of composition C19H16N6O2SV in a non-equilibrium geometry. Source: the Open Molecules 2025 dataset; level of theory: ωB97M-V/def2-TZVPD.

Atoms and positions in Å:
V (-1.2450, -0.9113, 1.0984)
S (-1.6552, -3.1241, 1.0167)
C (-0.3036, -3.1629, -0.1497)
N (-0.2031, -4.2921, -0.8938)
N (0.7027, -4.3367, -1.8628)
C (1.2587, -3.3284, -2.6867)
C (2.4799, -3.5990, -3.2912)
C (3.0496, -2.6814, -4.1630)
C (2.4048, -1.4858, -4.4395)
C (1.1745, -1.2276, -3.8434)
C (0.5969, -2.1399, -2.9770)
N (0.5836, -2.1932, -0.2803)
N (0.5121, -1.1665, 0.6343)
C (1.6885, -0.3713, 0.7110)
C (1.6584, 0.7996, 1.4583)
C (2.7890, 1.5938, 1.5630)
C (3.9630, 1.2358, 0.9147)
C (3.9895, 0.0658, 0.1680)
C (2.8635, -0.7408, 0.0655)
H (0.9369, -5.2852, -2.1043)
H (2.9904, -4.5290, -3.0644)
H (4.0060, -2.9025, -4.6201)
H (2.8494, -0.7662, -5.1148)
H (0.6532, -0.3032, -4.0608)
H (-0.3656, -1.9360, -2.5296)
H (0.7500, 1.0923, 1.9708)
H (2.7502, 2.5000, 2.1540)
H (4.8435, 1.8617, 0.9895)
H (4.8995, -0.2299, -0.3405)
H (2.8777, -1.6535, -0.5141)
O (-1.3304, -0.4094, 2.8778)
N (-2.0160, 0.6467, 3.1650)
N (-2.5834, 1.1314, 2.1501)
O (-2.4734, 0.5426, 0.9556)
C (-3.3124, 2.3799, 2.2348)
C (-3.5747, 2.9646, 3.4635)
C (-4.2603, 4.1667, 3.4867)
C (-4.6752, 4.7684, 2.3028)
C (-4.4034, 4.1597, 1.0879)
C (-3.7174, 2.9530, 1.0466)
H (-3.2473, 2.4872, 4.3768)
H (-4.4736, 4.6358, 4.4388)
H (-5.2108, 5.7090, 2.3311)
H (-4.7237, 4.6209, 0.1623)
H (-3.4970, 2.4608, 0.1120)

Molar mass: 443.4 g mol⁻¹
LUMO level (alpha / beta): -0.414 / -0.778 eV
Electronic energy: -2554.6960 a.u.
E_HOMO (alpha / beta): -0.25483 / -0.27418 Ha
Charge: 0
Multiplicity: 4

---

A structure of composition C19H17AgPS2. Source: the Open Molecules 2025 dataset; level of theory: ωB97M-V/def2-TZVPD.

Atoms and positions in Å:
Ag (-0.7659, 0.7045, -2.3620)
S (-1.0816, -1.3147, -3.7672)
C (0.1293, -2.2335, -2.8884)
C (-0.0427, -3.6165, -2.9298)
C (0.8290, -4.4892, -2.3095)
C (1.9177, -3.9789, -1.6219)
C (2.0982, -2.6140, -1.5514)
C (1.2269, -1.7133, -2.1623)
S (1.6273, -0.0265, -1.9316)
H (-0.8996, -3.9971, -3.4684)
H (0.6601, -5.5584, -2.3535)
H (2.6229, -4.6417, -1.1349)
H (2.9325, -2.2053, -0.9966)
C (-2.9442, 1.1387, 1.1860)
P (-1.5090, 1.2788, 0.0099)
C (-0.6776, 2.7733, 0.6004)
C (0.6716, 2.9343, 0.2772)
C (1.3177, 4.1171, 0.5766)
C (0.6274, 5.1641, 1.1705)
C (-0.7178, 5.0180, 1.4681)
C (-1.3704, 3.8324, 1.1856)
C (-0.5563, -0.1137, 0.7219)
C (-0.8875, -1.3690, 0.2141)
C (-0.2635, -2.5075, 0.6819)
C (0.7110, -2.3972, 1.6621)
C (1.0414, -1.1532, 2.1759)
C (0.4089, -0.0085, 1.7157)
H (-3.7295, 1.8544, 0.9448)
H (-2.6055, 1.2733, 2.2142)
H (-3.3451, 0.1315, 1.0666)
H (1.1930, 2.1247, -0.2188)
H (2.3636, 4.2355, 0.3363)
H (1.1362, 6.0930, 1.3937)
H (-1.2588, 5.8409, 1.9172)
H (-2.4215, 3.7375, 1.4190)
H (-1.6318, -1.4356, -0.5759)
H (-0.5124, -3.4751, 0.2666)
H (1.2232, -3.2839, 2.0110)
H (1.8044, -1.0801, 2.9405)
H (0.6784, 0.9608, 2.1167)

Molar mass: 448.3 g mol⁻¹
LUMO level: 2.732 eV
Electronic energy: -2019.0068 a.u.
E_HOMO: -0.11214 Ha
Charge: -1

---

A structure of composition C19H17Br48F5NO5PS in a non-equilibrium geometry. Source: the Open Molecules 2025 dataset; level of theory: ωB97M-V/def2-TZVPD.

Atoms and positions in Å:
O (2.6348, -3.4211, 2.9230)
C (1.8885, -2.6781, 2.4500)
N (0.9850, -2.0883, 1.8293)
O (-0.2022, -1.9490, 2.6398)
P (-1.1491, -0.7280, 2.1060)
O (-1.8259, -0.0691, 3.2109)
O (-0.1847, 0.3055, 1.3466)
S (0.7857, 1.1931, 2.4696)
O (-2.1522, -1.2080, 0.9202)
C (-2.9785, -2.2908, 1.1475)
F (-2.2975, -3.4201, 1.3861)
F (-3.6384, -2.4805, -0.0061)
C (-4.0813, -2.0618, 2.2430)
F (-5.0881, -2.9135, 1.9700)
F (-3.6535, -2.3591, 3.4604)
F (-4.5886, -0.8455, 2.1671)
H (0.9729, 0.2831, 3.4476)
C (2.0707, -1.4384, -1.7938)
Br (2.2065, 0.4282, -2.2392)
Br (0.3759, -1.8698, -1.0131)
Br (2.4576, -2.5426, -3.3230)
H (2.8278, -1.6418, -1.0490)
C (4.0781, -6.1424, -3.8067)
Br (5.7604, -7.0663, -3.9077)
Br (3.4016, -5.7099, -5.5539)
Br (2.7836, -7.0954, -2.7489)
H (4.2692, -5.2033, -3.3046)
C (-1.4942, -4.5271, 5.6242)
Br (-0.4995, -4.1124, 4.0287)
Br (-0.8351, -6.1055, 6.5144)
Br (-1.5615, -3.0117, 6.8104)
H (-2.5082, -4.7371, 5.3139)
C (-3.7892, -7.3076, 2.1498)
Br (-3.9970, -6.9652, 4.0363)
Br (-3.8320, -5.6857, 1.1225)
Br (-2.2081, -8.3420, 1.7835)
H (-4.6383, -7.9038, 1.8443)
C (1.8974, 3.8347, 5.5995)
Br (2.3006, 2.1739, 4.7082)
Br (0.9703, 5.0412, 4.4274)
Br (0.9345, 3.5346, 7.2348)
H (2.8417, 4.2911, 5.8609)
C (4.0245, -0.1441, -6.2205)
Br (5.3889, -1.0311, -5.1905)
Br (4.6971, 1.4618, -7.0396)
Br (3.2198, -1.3255, -7.5106)
H (3.2431, 0.1494, -5.5306)
C (-2.9344, 6.0320, 3.4038)
Br (-3.2724, 6.3176, 5.2765)
Br (-1.8025, 7.4142, 2.6690)
Br (-2.2228, 4.2805, 3.0694)
H (-3.8852, 6.0977, 2.8938)
C (8.8463, -4.2947, -4.2132)
Br (10.0657, -2.9322, -4.8134)
Br (9.7649, -5.7559, -3.3615)
Br (7.4724, -3.5658, -3.0793)
H (8.3552, -4.6940, -5.0896)
C (4.1246, 0.6757, 8.8695)
Br (2.5363, -0.3459, 8.4921)
Br (5.2380, 0.8606, 7.3081)
Br (3.7028, 2.3882, 9.6420)
H (4.6940, 0.1244, 9.6036)
C (1.6147, 4.1690, -6.4443)
Br (1.8263, 2.8983, -5.0128)
Br (0.5259, 3.4596, -7.8630)
Br (0.9496, 5.8584, -5.8042)
H (2.5981, 4.3486, -6.8559)
C (-4.7720, 10.0889, 2.3290)
Br (-5.5812, 10.5495, 0.6444)
Br (-4.0042, 11.6244, 3.1980)
Br (-6.0087, 9.1650, 3.4825)
H (-3.9619, 9.4043, 2.1185)
C (-2.8259, 3.0113, -10.3553)
Br (-3.0998, 4.8101, -9.7280)
Br (-1.0126, 2.7358, -10.9441)
Br (-3.3454, 1.7089, -9.0368)
H (-3.4654, 2.8706, -11.2147)
C (8.5266, 3.3131, -5.6320)
Br (8.9993, 1.7002, -6.5738)
Br (7.6617, 4.5917, -6.7877)
Br (7.4750, 2.9432, -4.0609)
H (9.4486, 3.7649, -5.2963)
C (-1.6719, -4.1880, -4.4350)
Br (-2.2390, -4.0671, -2.5980)
Br (-0.4701, -2.7653, -4.9407)
Br (-0.9104, -5.9125, -4.8260)
H (-2.5600, -4.0857, -5.0415)
C (-7.3689, -5.3486, -0.9192)
Br (-8.9043, -5.4592, -2.0745)
Br (-6.9546, -7.0581, -0.1309)
Br (-5.8497, -4.6017, -1.8344)
H (-7.6243, -4.6777, -0.1112)
C (-5.4702, 7.7986, 8.5972)
Br (-6.8398, 6.4656, 8.3688)
Br (-5.9015, 9.0334, 10.0091)
Br (-3.7376, 6.9979, 8.8573)
H (-5.4226, 8.3671, 7.6789)

Molar mass: 4332.8 g mol⁻¹
LUMO level: -0.741 eV
Electronic energy: -125956.4993 a.u.
E_HOMO: -0.35859 Ha
Charge: 0

---

The highest molar mass belongs to which entry?
C19H17Br48F5NO5PS

---

molar mass of number 3 (C19H17Br48F5NO5PS)?
4332.8 g mol⁻¹